A single C4H7NO2 molecule in a non-equilibrium geometry. Source: the OMol25 dataset; level of theory: wB97M-V/def2-TZVPD.

Calculated values
max |F|: 4.3 eV/Å
SMILES string: N#CC[C@@H](O)CO
multiplicity: 1

Last column: Löwdin charge in e.
Atoms and positions in Å:
1 N -1.49 0.74 -2.08  0.16
2 C -0.48 0.32 -1.64  -0.21
3 C 0.56 -0.48 -1.01  -0.08
4 C 0.08 -0.73 0.45  -0.36
5 O 1.01 -1.46 1.20  -0.02
6 C -0.28 0.65 1.07  -0.22
7 O -0.60 1.57 0.07  -0.20
8 H 1.50 0.08 -1.00  0.14
9 H 0.68 -1.42 -1.54  0.14
10 H -0.81 -1.36 0.40  0.15
11 H 1.77 -0.89 1.39  0.10
12 H 0.61 1.03 1.60  0.13
13 H -1.08 0.53 1.82  0.12
14 H -1.48 1.42 -0.73  0.16

---

A single C4H7NO2 molecule in a non-equilibrium geometry. Source: the OMol25 dataset; level of theory: wB97M-V/def2-TZVPD.

Calculated values
max |F|: 1.7 eV/Å
multiplicity: 1

Last column: Löwdin charge in e.
Atoms and positions in Å:
1 O 2.11 -0.23 0.31  -0.01
2 C 0.78 -0.01 0.64  -0.35
3 C 0.19 1.26 0.00  -0.24
4 N -0.49 0.85 -1.19  0.12
5 C -1.49 -1.03 0.16  0.15
6 C -0.06 -1.13 0.03  -0.48
7 O 0.47 -1.92 -0.74  0.08
8 H 2.08 -0.96 -0.34  0.09
9 H 0.65 0.05 1.73  0.15
10 H -0.46 1.78 0.71  0.12
11 H 0.98 1.98 -0.26  0.13
12 H -0.72 1.74 -1.68  0.07
13 H -2.05 -1.80 -0.37  0.08
14 H -1.98 -0.58 1.02  0.08

---

A molecular structure, C4H7NO2. Source: the OMol25 dataset; level of theory: wB97M-V/def2-TZVPD.

Calculated values
max |F|: 0.6 eV/Å
multiplicity: 1

Last column: Löwdin charge in e.
Atoms and positions in Å:
1 C 0.71 1.24 0.93  -0.02
2 C -0.41 0.53 0.15  -0.67
3 C -0.97 -0.76 0.95  0.01
4 O -1.24 1.24 -0.51  -0.12
5 C 0.12 -0.66 -0.73  -0.27
6 O -0.33 -1.67 -0.04  0.07
7 N 0.58 -0.79 -1.96  0.25
8 H 0.25 1.86 1.70  0.08
9 H 1.42 0.55 1.40  0.08
10 H 1.26 1.90 0.25  0.08
11 H -2.05 -0.85 0.85  0.12
12 H -0.60 -1.01 1.95  0.12
13 H 0.49 -1.65 -2.47  0.14
14 H 0.76 0.07 -2.47  0.14

---

A gas-phase ion, C4H7NO2S (charge -2) in a non-equilibrium geometry. Source: the OMol25 dataset; level of theory: wB97M-V/def2-TZVPD.

Calculated values
net charge: -2
max |F|: 3.6 eV/Å
SMILES string: O=C([O-])NCCC[S-]
multiplicity: 1

Last column: Löwdin charge in e.
Atoms and positions in Å:
1 O 3.19 -1.02 0.29  -0.12
2 C 2.20 -1.64 0.74  -0.74
3 O 2.18 -2.67 1.53  -0.18
4 N 0.90 -1.23 0.15  -0.02
5 C 0.44 0.00 -0.39  -0.28
6 C -0.85 0.49 0.28  -0.30
7 C -1.56 1.65 -0.45  -0.86
8 S -3.30 1.40 -0.47  0.03
9 H 0.29 -1.89 0.54  0.06
10 H 0.14 -0.23 -1.46  0.11
11 H 1.37 0.63 -0.43  0.12
12 H -1.49 -0.47 0.14  0.09
13 H -0.82 0.69 1.30  0.06
14 H -1.34 1.62 -1.56  0.02
15 H -1.37 2.68 -0.21  0.00

---

A single C4H7NO2S molecule in a non-equilibrium geometry. Source: the OMol25 dataset; level of theory: wB97M-V/def2-TZVPD.

Calculated values
max |F|: 3.9 eV/Å
SMILES string: O=CNC(=O)CCS
multiplicity: 1

Last column: Löwdin charge in e.
Atoms and positions in Å:
1 O 1.98 1.19 -2.64  0.06
2 C 1.08 1.08 -1.84  -0.26
3 N 0.32 -0.16 -1.82  0.14
4 C -0.73 -0.47 -1.00  -0.52
5 O -1.60 -1.26 -1.28  0.10
6 C -0.70 0.14 0.36  -0.20
7 C -0.04 -0.71 1.42  -0.53
8 S 0.41 0.20 2.99  0.67
9 H 1.02 1.82 -1.09  0.11
10 H 0.66 -0.85 -2.56  0.20
11 H -1.70 0.35 0.74  0.12
12 H -0.05 1.13 0.19  0.12
13 H 0.94 -1.23 1.19  0.09
14 H -0.80 -1.42 1.77  0.07
15 H -0.80 0.19 3.57  -0.16

---

A molecular structure, C4H7NO2S in a non-equilibrium geometry. Source: the OMol25 dataset; level of theory: wB97M-V/def2-TZVPD.

Calculated values
max |F|: 9.2 eV/Å
multiplicity: 1

Last column: Löwdin charge in e.
Atoms and positions in Å:
1 C -1.91 1.10 1.06  -0.20
2 C -1.63 0.64 -0.25  -0.66
3 C -0.43 0.14 -0.88  -0.47
4 C 1.04 0.39 -0.43  -0.56
5 H -1.91 2.34 1.18  0.14
6 H -0.92 0.81 1.64  0.10
7 H -2.76 0.46 1.65  0.13
8 H -2.29 0.77 -1.21  0.14
9 H -0.36 0.36 -2.05  0.18
10 H 0.88 -1.00 0.96  0.23
11 H 2.68 0.76 1.21  0.28
12 N 1.67 -0.94 -0.17  0.04
13 O 1.54 1.44 -0.59  0.12
14 O 2.69 -0.49 0.84  -0.29
15 S -1.45 -1.20 -0.08  0.84

---

2 unconnected molecules or ions with the total composition C4H7NO2S in a non-equilibrium geometry. Source: the OMol25 dataset; level of theory: wB97M-V/def2-TZVPD.

Calculated values
max |F|: 6.1 eV/Å
multiplicity: 1

Last column: Löwdin charge in e.
Atoms and positions in Å:
1 C -0.92 -0.80 -0.95  -0.11
2 C -0.78 -0.27 0.20  -0.23
3 C 0.58 1.84 -0.32  -0.14
4 C 0.39 1.93 1.13  -0.09
5 N 0.24 0.71 0.40  -0.09
6 O 0.20 -3.14 1.11  -0.44
7 O 0.71 -3.67 -1.25  -0.44
8 S 0.79 -2.73 -0.14  0.85
9 H -1.70 -1.43 -1.15  0.04
10 H -0.38 -0.40 -1.84  0.10
11 H -1.28 -0.72 1.15  0.16
12 H -0.09 2.30 -1.00  0.11
13 H 1.58 1.86 -0.57  0.09
14 H 1.15 2.07 1.80  0.08
15 H -0.48 2.47 1.42  0.10

---

A single C4H7NO2S molecule in a non-equilibrium geometry. Source: the OMol25 dataset; level of theory: wB97M-V/def2-TZVPD.

Calculated values
max |F|: 4.4 eV/Å
multiplicity: 1

Last column: Löwdin charge in e.
Atoms and positions in Å:
1 C -0.75 1.22 -0.12  -0.71
2 C 0.44 2.10 0.15  -0.32
3 C 1.86 -0.24 0.39  -0.46
4 C -1.32 -1.05 -0.41  -0.15
5 N -0.48 0.03 -0.45  -0.07
6 O -1.81 1.80 0.04  0.01
7 O 2.24 -1.40 -0.10  0.04
8 S 2.04 1.30 -0.29  0.98
9 H 0.54 3.12 -0.36  0.11
10 H 0.49 2.19 1.21  0.07
11 H 1.30 -0.35 1.27  0.09
12 H -1.20 -1.57 -1.35  0.07
13 H -1.15 -1.68 0.46  0.08
14 H -2.38 -0.62 -0.39  0.11
15 H 2.65 -1.54 -1.00  0.16

---

A single C4H7NO2S molecule. Source: the OMol25 dataset; level of theory: wB97M-V/def2-TZVPD.

Calculated values
max |F|: 0.9 eV/Å
SMILES string: OCC1=NOCSC1
multiplicity: 1

Last column: Löwdin charge in e.
Atoms and positions in Å:
1 O -3.03 0.25 -0.40  -0.05
2 C -2.08 -0.75 -0.10  -0.21
3 C -0.74 -0.19 0.26  -0.33
4 N -0.59 1.07 0.19  0.09
5 O 0.72 1.47 0.57  -0.18
6 C 1.65 1.02 -0.39  -0.46
7 S 1.85 -0.81 -0.34  0.87
8 C 0.37 -1.11 0.68  -0.40
9 H -2.54 1.08 -0.43  0.07
10 H -1.94 -1.42 -0.99  0.14
11 H -2.44 -1.39 0.73  0.14
12 H 1.35 1.32 -1.38  0.08
13 H 2.61 1.48 -0.11  0.09
14 H 0.10 -2.15 0.57  0.08
15 H 0.63 -0.95 1.70  0.08

---

A single C4H7NO2S molecule. Source: the OMol25 dataset; level of theory: wB97M-V/def2-TZVPD.

Calculated values
max |F|: 1.0 eV/Å
SMILES string: S[C@@H]1COC=NOC1
multiplicity: 1

Last column: Löwdin charge in e.
Atoms and positions in Å:
1 S 1.68 -1.75 0.09  0.78
2 C 1.15 -0.01 0.36  -0.59
3 C -0.04 0.11 1.30  -0.21
4 O -1.24 -0.57 0.86  -0.08
5 C -1.92 -0.04 -0.19  -0.21
6 N -1.56 0.26 -1.37  0.09
7 O -0.23 -0.16 -1.67  -0.18
8 C 0.77 0.61 -1.00  -0.24
9 H 0.52 -2.15 -0.40  -0.14
10 H 2.02 0.48 0.85  0.12
11 H 0.13 -0.35 2.30  0.14
12 H -0.34 1.17 1.42  0.13
13 H -2.98 0.17 0.01  0.14
14 H 0.38 1.64 -0.91  0.13
15 H 1.64 0.57 -1.65  0.12

---

A single C4H7NO2S2 molecule in a non-equilibrium geometry. Source: the OMol25 dataset; level of theory: wB97M-V/def2-TZVPD.

Calculated values
max |F|: 4.9 eV/Å
multiplicity: 1

Last column: Löwdin charge in e.
Atoms and positions in Å:
1 C 1.59 1.54 -3.34  -1.04
2 C -0.29 -0.30 1.65  -0.05
3 C -0.19 -0.86 0.16  -0.17
4 C -0.21 0.15 -0.92  0.02
5 N 0.79 0.85 -1.40  -0.23
6 O 0.59 1.81 -2.33  -0.13
7 O 2.06 0.68 -1.10  -0.41
8 S 1.31 0.05 -4.13  0.44
9 S 3.12 1.57 -2.08  0.89
10 H 0.60 0.08 2.03  0.05
11 H -0.61 -1.03 2.28  0.04
12 H -0.99 0.49 1.60  0.06
13 H -0.98 -1.60 0.18  0.10
14 H 0.84 -1.47 0.13  0.16
15 H -1.25 0.34 -1.17  0.15
16 H 1.61 2.44 -4.10  0.11

---

A single C4H7NO3 molecule in a non-equilibrium geometry. Source: the OMol25 dataset; level of theory: wB97M-V/def2-TZVPD.

Calculated values
max |F|: 1.1 eV/Å
SMILES string: C[C@@H](NC=O)C(=O)O
multiplicity: 1

Last column: Löwdin charge in e.
Atoms and positions in Å:
1 C 0.42 0.74 1.26  -0.04
2 C -0.04 -0.45 0.42  -0.27
3 N -1.33 -0.29 -0.20  0.06
4 C -1.60 0.74 -1.02  -0.35
5 O -0.79 1.60 -1.31  0.03
6 C 0.97 -0.91 -0.64  -0.50
7 O 0.69 -1.37 -1.70  0.13
8 O 2.21 -0.80 -0.17  0.12
9 H -0.43 1.42 1.38  0.08
10 H 1.12 1.40 0.76  0.08
11 H 0.77 0.44 2.25  0.08
12 H -0.10 -1.30 1.11  0.16
13 H -2.11 -0.83 0.14  0.14
14 H -2.61 0.73 -1.46  0.14
15 H 2.85 -1.11 -0.83  0.14

---

2 unconnected molecules or ions with the total composition C4H7NO3 in a non-equilibrium geometry. Source: the OMol25 dataset; level of theory: wB97M-V/def2-TZVPD.

Calculated values
max |F|: 4.3 eV/Å
SMILES string: [H]/N=C\C(=O)O.C=CO
multiplicity: 1

Last column: Löwdin charge in e.
Atoms and positions in Å:
1 H 0.52 0.82 1.27  0.02
2 N 1.48 1.13 1.55  0.16
3 C 2.43 0.89 0.76  -0.15
4 C 2.40 0.10 -0.47  -0.50
5 O 3.35 -0.30 -1.09  0.12
6 O 1.13 -0.36 -0.59  0.05
7 H 3.37 1.25 1.06  0.10
8 H 0.85 -0.91 -1.39  0.17
9 C -1.69 0.86 1.55  -0.05
10 C -1.84 0.31 0.38  -0.35
11 O -1.88 -1.01 0.11  -0.03
12 H -1.33 0.26 2.48  0.12
13 H -1.70 1.88 1.54  0.02
14 H -2.01 1.04 -0.48  0.15
15 H -1.76 -1.59 0.97  0.18

---

A single C4H7NO3 molecule in a non-equilibrium geometry. Source: the OMol25 dataset; level of theory: wB97M-V/def2-TZVPD.

Calculated values
max |F|: 4.0 eV/Å
SMILES string: O=C(O)NC[C@H]1CO1
multiplicity: 1

Last column: Löwdin charge in e.
Atoms and positions in Å:
1 O 0.34 -0.64 2.19  0.15
2 C -0.47 0.03 1.64  -0.58
3 O -1.78 -0.40 1.68  0.08
4 N -0.10 1.25 1.02  0.04
5 C 0.13 1.13 -0.43  -0.14
6 C 1.19 -0.06 -0.69  -0.23
7 C 0.50 -1.49 -1.16  -0.03
8 O 1.32 -0.44 -2.04  -0.12
9 H -1.85 -1.33 1.42  0.12
10 H -0.80 1.98 1.14  0.13
11 H 0.66 2.02 -0.84  0.13
12 H -0.75 0.91 -1.05  0.13
13 H 2.08 -0.12 0.00  0.15
14 H -0.50 -1.06 -0.77  0.04
15 H 0.03 -1.78 -2.12  0.12

---

A molecular structure, C4H7NO3 in a non-equilibrium geometry. Source: the OMol25 dataset; level of theory: wB97M-V/def2-TZVPD.

Calculated values
max |F|: 2.7 eV/Å
multiplicity: 1

Last column: Löwdin charge in e.
Atoms and positions in Å:
1 C 0.92 0.84 -0.34  -0.24
2 C -1.17 -0.39 -0.90  -0.07
3 N -0.34 0.17 0.16  -0.10
4 C -0.22 -1.19 1.57  -0.30
5 C 1.02 -1.55 1.20  -0.18
6 O 0.64 1.98 -1.09  -0.02
7 O -1.32 -1.63 1.76  0.04
8 O 2.18 -1.34 1.36  0.07
9 H 0.36 2.70 -0.51  0.10
10 H -0.89 0.82 0.72  0.15
11 H 1.54 1.05 0.53  0.13
12 H 1.43 0.14 -1.00  0.14
13 H -1.57 0.40 -1.55  0.09
14 H -0.57 -1.07 -1.49  0.10
15 H -2.00 -0.93 -0.44  0.09

---

2 unconnected molecules or ions with the total composition C4H7NO3 in a non-equilibrium geometry. Source: the OMol25 dataset; level of theory: wB97M-V/def2-TZVPD.

Calculated values
max |F|: 3.8 eV/Å
multiplicity: 1

Last column: Löwdin charge in e.
Atoms and positions in Å:
1 C -2.21 1.65 1.10  -0.39
2 C 1.37 0.20 0.57  -0.10
3 C 0.44 -0.27 -0.50  -0.23
4 C 1.15 -1.36 -1.35  -0.29
5 N -2.29 2.83 1.21  0.20
6 O -2.05 0.53 1.37  0.14
7 O 0.30 -0.85 0.88  -0.06
8 O 0.13 -2.17 -1.94  -0.15
9 H 2.40 -0.14 0.73  0.10
10 H 1.22 1.26 1.12  0.14
11 H 1.78 -2.17 -0.74  0.15
12 H 1.75 -0.94 -2.19  0.11
13 H -0.57 -0.40 1.33  0.16
14 H -2.70 3.47 0.47  0.13
15 H -0.71 -1.64 -2.07  0.09

---

A single C4H7NO3 molecule in a non-equilibrium geometry. Source: the OMol25 dataset; level of theory: wB97M-V/def2-TZVPD.

Calculated values
max |F|: 9.6 eV/Å
SMILES string: OC[C@H]1COC=NO1
multiplicity: 1

Last column: Löwdin charge in e.
Atoms and positions in Å:
1 O -2.83 -0.39 -0.55  -0.18
2 C -1.83 0.45 0.38  -0.16
3 C -0.61 0.28 -0.15  -0.47
4 C 0.51 1.21 0.33  -0.06
5 O 1.77 0.85 -0.50  -0.06
6 C 2.24 -0.37 -0.15  -0.22
7 N 1.42 -1.30 0.26  0.11
8 O 0.00 -0.91 0.34  -0.14
9 H -2.86 -1.46 -0.16  0.19
10 H -1.84 0.14 1.53  0.18
11 H -2.17 1.65 0.23  0.20
12 H -0.56 0.20 -1.24  0.17
13 H 0.29 2.30 0.21  0.13
14 H 0.53 1.12 1.48  0.16
15 H 3.30 -0.61 -0.58  0.17

---

Energy relative to the best compared isomer or geometry (same formula, charge and spin) (computed, eV): 3.318 4.722 3.142 1.107 1.466 8.953 4.203 4.281 3.215 3.573 6.271 0.662 3.308 7.122 4.639 6.567 7.096